Record 1
Below is a molecular structure, C22H19AsF6N9SZn, with properties calculated with ωB97M-V/def2-TZVPD.

Atoms and positions in Å:
Zn (0.15, -1.71, 0.28)
C (-3.92, -2.92, -1.09)
C (-2.54, -2.96, -0.83)
N (-1.89, -1.87, -0.48)
C (-2.56, -0.71, -0.41)
C (-3.92, -0.68, -0.70)
N (-4.57, -1.78, -1.02)
C (-1.79, 0.47, 0.05)
C (-2.29, 1.77, 0.13)
C (-1.47, 2.77, 0.64)
C (-0.18, 2.44, 1.07)
C (0.25, 1.13, 0.96)
N (-0.54, 0.20, 0.43)
C (1.55, 0.62, 1.44)
C (2.51, 1.39, 2.09)
N (3.62, 0.84, 2.56)
C (3.81, -0.45, 2.42)
C (2.87, -1.24, 1.75)
N (1.77, -0.70, 1.27)
C (-1.97, 4.16, 0.76)
C (-2.72, 4.73, -0.27)
C (-3.17, 6.04, -0.13)
N (-2.87, 6.68, 0.97)
C (-2.18, 6.22, 1.98)
C (-1.70, 4.92, 1.90)
H (-4.48, -3.81, -1.34)
H (-1.98, -3.88, -0.90)
H (-4.51, 0.23, -0.68)
H (-3.30, 1.99, -0.16)
H (0.47, 3.20, 1.48)
H (2.41, 2.45, 2.24)
H (4.72, -0.87, 2.83)
H (3.01, -2.31, 1.62)
H (-2.94, 4.20, -1.19)
H (-3.75, 6.55, -0.89)
H (-2.02, 6.85, 2.84)
H (-1.15, 4.51, 2.74)
C (4.14, 0.30, -3.48)
C (2.72, -0.08, -3.93)
C (2.16, -1.16, -3.08)
N (1.40, -1.00, -2.06)
N (1.08, -2.16, -1.42)
C (1.62, -3.23, -1.96)
N (1.45, -4.48, -1.52)
S (2.57, -2.85, -3.36)
H (4.55, 1.06, -4.14)
H (4.80, -0.57, -3.51)
H (4.12, 0.69, -2.46)
H (2.75, -0.41, -4.97)
H (2.07, 0.79, -3.85)
H (1.01, -4.64, -0.62)
H (1.96, -5.24, -1.94)
F (0.86, -3.51, 1.13)
As (-0.19, -3.73, 2.70)
F (1.12, -2.98, 3.50)
F (0.44, -5.29, 2.87)
F (-1.24, -3.72, 4.01)
F (-1.39, -4.26, 1.55)
F (-0.72, -2.03, 2.23)

Computed properties:
Kohn-Sham gap (spin up / spin down) in eV: 6.65 / 3.48
Strongest force on any atom in hartree/bohr: 0.034
DFT total energy in eV: -172919.32699
Energy above the lowest of the compared OMol25 structures with the same formula, charge and spin in kcal per mole: 0.00
Total charge: +2
2S+1: 2
Highest occupied orbital energy (spin up / spin down) in eV: -14.04 / -14.04
LUMO (spin up / spin down) in eV: -7.4 / -10.6
<S²>: 0.758

---

Record 2
Below is a molecular structure, C42H122CrO20S18, with properties calculated with ωB97M-V/def2-TZVPD.

Atoms and positions in Å:
Cr (-1.60, 2.66, -2.95)
C (-0.95, 5.02, -6.46)
C (-1.41, 3.66, -5.90)
C (-0.39, 2.55, -6.19)
O (-1.46, 3.78, -4.52)
H (-1.18, 5.04, -7.55)
H (0.13, 5.18, -6.33)
H (-1.50, 5.84, -5.95)
H (-2.32, 3.39, -6.38)
H (0.05, 2.70, -7.24)
H (-0.92, 1.65, -6.13)
H (0.36, 2.53, -5.43)
C (0.67, 1.36, 0.14)
C (-0.72, 0.94, -0.42)
C (-1.50, 0.72, 0.89)
O (-1.56, 1.79, -1.24)
H (0.94, 0.46, 0.78)
H (0.71, 2.35, 0.65)
H (1.41, 1.36, -0.68)
H (-0.50, 0.01, -0.95)
H (-1.16, 1.27, 1.71)
H (-1.64, -0.28, 1.22)
H (-2.52, 1.04, 0.65)
C (0.35, -1.02, -5.11)
S (-0.43, -0.34, -3.66)
O (-1.31, 0.92, -3.90)
C (-1.70, -1.52, -3.39)
H (1.07, -0.29, -5.43)
H (-0.29, -1.32, -5.94)
H (0.88, -1.75, -4.57)
H (-2.11, -1.39, -2.41)
H (-1.18, -2.50, -3.40)
H (-2.51, -1.50, -4.16)
C (4.49, 2.63, 4.49)
S (3.61, 1.16, 5.04)
O (3.92, 0.19, 3.98)
C (4.74, 0.71, 6.36)
H (3.89, 3.36, 3.89)
H (5.41, 2.30, 4.04)
H (4.76, 3.24, 5.38)
H (4.33, -0.26, 6.62)
H (4.85, 1.31, 7.23)
H (5.75, 0.56, 5.85)
C (4.19, -2.70, 4.25)
S (2.51, -2.81, 4.62)
O (2.25, -1.82, 5.68)
C (1.94, -2.07, 3.15)
H (4.79, -3.31, 4.99)
H (4.53, -1.70, 4.28)
H (4.29, -3.12, 3.21)
H (1.82, -2.76, 2.29)
H (2.53, -1.22, 2.81)
H (0.92, -1.76, 3.40)
C (-1.55, 4.42, 0.42)
S (-2.81, 4.91, -0.71)
O (-2.10, 4.59, -2.04)
C (-4.00, 3.58, -0.34)
H (-2.09, 4.09, 1.27)
H (-0.81, 5.21, 0.29)
H (-1.13, 3.43, 0.07)
H (-3.50, 2.62, -0.49)
H (-4.88, 3.70, -0.95)
H (-4.30, 3.81, 0.67)
C (-5.00, 1.92, -5.33)
S (-4.89, 2.90, -3.84)
O (-3.66, 2.29, -3.19)
C (-4.44, 4.41, -4.68)
H (-4.25, 2.20, -6.06)
H (-6.01, 2.09, -5.65)
H (-4.93, 0.83, -5.08)
H (-4.73, 5.39, -4.21)
H (-4.67, 4.35, -5.79)
H (-3.39, 4.17, -4.69)
C (4.25, 1.29, 0.64)
S (5.74, 2.20, 0.61)
O (5.41, 3.31, 1.55)
C (6.66, 1.07, 1.53)
H (3.43, 1.87, 0.22)
H (3.94, 1.17, 1.68)
H (4.42, 0.33, 0.21)
H (6.13, 0.76, 2.41)
H (7.51, 1.63, 1.88)
H (6.95, 0.26, 0.90)
C (-6.63, -0.13, -0.41)
S (-4.94, -0.01, 0.17)
O (-4.92, 0.88, 1.36)
C (-4.83, -1.65, 0.86)
H (-6.74, -0.95, -1.13)
H (-6.85, 0.85, -0.92)
H (-7.30, -0.20, 0.42)
H (-5.65, -1.78, 1.55)
H (-3.95, -1.65, 1.50)
H (-4.76, -2.45, 0.13)
C (2.63, -4.72, -1.78)
S (1.98, -4.01, -3.23)
O (0.76, -3.16, -2.84)
C (3.23, -2.77, -3.49)
H (3.72, -4.53, -1.69)
H (2.35, -5.76, -1.63)
H (2.08, -4.07, -1.12)
H (4.24, -3.16, -3.42)
H (3.01, -1.97, -2.80)
H (3.04, -2.47, -4.50)
C (2.58, 4.16, -2.17)
S (1.25, 4.24, -3.27)
O (0.35, 3.20, -2.60)
C (0.54, 5.77, -2.94)
H (3.37, 4.94, -2.46)
H (2.98, 3.16, -2.26)
H (2.09, 4.36, -1.17)
H (-0.53, 5.57, -2.99)
H (0.82, 6.45, -3.78)
H (0.74, 6.23, -2.00)
C (-7.72, -2.54, -4.57)
S (-6.05, -2.86, -4.07)
O (-5.81, -1.90, -2.93)
C (-6.26, -4.47, -3.26)
H (-8.11, -3.36, -5.13)
H (-7.68, -1.66, -5.22)
H (-8.38, -2.43, -3.72)
H (-7.09, -4.43, -2.55)
H (-5.32, -4.77, -2.80)
H (-6.38, -5.23, -4.00)
C (6.58, -6.06, 0.46)
S (6.92, -5.14, -0.98)
O (5.68, -4.32, -1.32)
C (8.19, -4.12, -0.24)
H (5.79, -6.81, 0.20)
H (6.23, -5.46, 1.28)
H (7.50, -6.59, 0.75)
H (9.07, -4.74, -0.02)
H (7.75, -3.73, 0.66)
H (8.46, -3.40, -0.96)
C (-2.04, -2.31, 4.80)
S (-1.94, -3.72, 3.68)
O (-1.01, -3.35, 2.53)
C (-0.98, -4.74, 4.72)
H (-2.87, -1.70, 4.55)
H (-1.16, -1.70, 4.53)
H (-1.95, -2.59, 5.87)
H (0.04, -4.49, 4.47)
H (-1.27, -5.74, 4.39)
H (-1.29, -4.48, 5.76)
C (5.75, 0.71, -3.32)
S (5.89, 0.58, -5.05)
O (5.09, -0.68, -5.39)
C (4.73, 1.90, -5.51)
H (4.66, 0.44, -3.05)
H (5.98, 1.77, -3.08)
H (6.53, 0.11, -2.97)
H (3.87, 1.76, -4.90)
H (4.44, 1.68, -6.53)
H (5.13, 2.87, -5.41)
C (3.72, 6.84, 0.85)
S (2.00, 6.73, 1.28)
O (1.40, 5.82, 0.25)
C (2.24, 5.73, 2.78)
H (3.85, 7.25, -0.16)
H (4.06, 5.81, 0.81)
H (4.20, 7.40, 1.57)
H (2.57, 4.72, 2.52)
H (1.26, 5.54, 3.24)
H (2.82, 6.31, 3.48)
C (-0.54, 4.04, 4.97)
S (-0.89, 2.91, 3.69)
O (-0.28, 1.60, 4.12)
C (-2.63, 2.75, 3.93)
H (-0.96, 3.64, 5.96)
H (-1.20, 4.90, 4.75)
H (0.52, 4.20, 5.01)
H (-2.88, 2.29, 4.89)
H (-2.84, 2.05, 3.12)
H (-3.14, 3.71, 3.74)
C (-1.57, -5.95, -1.43)
S (-2.48, -4.42, -1.69)
O (-3.84, -4.62, -0.97)
C (-1.62, -3.40, -0.47)
H (-2.13, -6.70, -2.03)
H (-1.56, -6.19, -0.37)
H (-0.59, -5.84, -1.88)
H (-0.54, -3.42, -0.72)
H (-1.79, -3.79, 0.52)
H (-1.94, -2.37, -0.56)
C (-5.05, -5.75, 1.93)
S (-3.63, -6.71, 1.58)
O (-3.28, -7.44, 2.85)
C (-4.45, -7.98, 0.60)
H (-5.90, -6.24, 2.37)
H (-5.18, -5.25, 0.96)
H (-4.71, -4.90, 2.54)
H (-5.28, -8.44, 1.12)
H (-3.67, -8.68, 0.30)
H (-4.87, -7.45, -0.30)
C (0.21, 0.28, 6.97)
S (-0.46, 1.29, 8.20)
O (-1.50, 2.16, 7.52)
C (-1.44, 0.12, 8.97)
H (-0.65, 0.13, 6.30)
H (0.54, -0.66, 7.38)
H (0.92, 0.79, 6.30)
H (-0.82, -0.64, 9.44)
H (-2.09, -0.38, 8.23)
H (-2.07, 0.51, 9.83)

Computed properties:
Kohn-Sham gap (spin up / spin down) in eV: 8.40 / 8.47
Strongest force on any atom in hartree/bohr: 0.062
DFT total energy in eV: -309919.27113
Total charge: +1
2S+1: 4
Highest occupied orbital energy (spin up / spin down) in eV: -9.78 / -9.85
LUMO (spin up / spin down) in eV: -1.4 / -1.4
<S²>: 3.768

---

Record 3
Below is a molecular structure, C15H35N6O8Pb, with properties calculated with ωB97M-V/def2-TZVPD.

Atoms and positions in Å:
Pb (-2.73, -3.85, -1.76)
N (0.67, 0.17, 0.36)
O (1.47, 0.93, -0.13)
O (-0.23, -0.28, -0.29)
O (0.81, -0.16, 1.54)
C (-2.03, 2.99, 4.50)
C (-1.95, 2.64, 6.00)
O (-2.94, 3.00, 6.70)
N (-0.95, 1.89, 6.46)
C (-0.94, 1.31, 7.83)
H (-1.04, 3.35, 4.23)
H (-2.70, 3.82, 4.28)
H (-2.38, 2.13, 3.93)
H (-0.15, 1.71, 5.87)
H (-1.89, 1.01, 8.27)
H (-0.48, 1.90, 8.62)
H (-0.20, 0.51, 7.86)
C (-0.96, -0.51, -7.67)
C (-0.54, -0.95, -6.25)
O (-1.26, -1.76, -5.70)
N (0.46, -0.42, -5.59)
C (1.44, 0.55, -6.06)
H (-0.65, 0.50, -7.95)
H (-2.05, -0.56, -7.73)
H (-0.45, -1.19, -8.36)
H (0.64, -0.71, -4.64)
H (1.97, 0.19, -6.94)
H (2.09, 0.94, -5.28)
H (0.89, 1.40, -6.48)
C (3.80, -3.91, -2.29)
C (2.93, -4.92, -2.82)
O (1.70, -4.85, -2.55)
N (3.49, -5.96, -3.43)
C (2.72, -7.09, -3.91)
H (3.79, -3.91, -1.20)
H (3.47, -2.94, -2.67)
H (4.83, -4.19, -2.51)
H (4.49, -6.06, -3.56)
H (1.78, -6.79, -4.38)
H (2.52, -7.74, -3.06)
H (3.35, -7.65, -4.59)
C (5.29, 0.98, 3.93)
C (5.20, 2.33, 4.60)
O (6.13, 2.85, 5.22)
N (3.97, 2.88, 4.51)
C (3.73, 4.15, 5.08)
H (6.27, 0.60, 4.21)
H (5.20, 1.04, 2.85)
H (4.44, 0.45, 4.37)
H (3.37, 2.44, 3.82)
H (4.33, 4.19, 5.99)
H (2.66, 4.15, 5.30)
H (4.05, 4.93, 4.39)
C (-5.00, 2.16, -1.89)
C (-5.84, 0.99, -1.41)
O (-5.40, -0.12, -1.61)
N (-7.00, 1.27, -0.81)
C (-7.92, 0.25, -0.26)
H (-4.04, 2.33, -1.41)
H (-5.48, 3.09, -1.55)
H (-4.86, 2.20, -2.97)
H (-7.39, 2.20, -0.68)
H (-7.41, -0.38, 0.46)
H (-8.41, -0.31, -1.06)
H (-8.69, 0.78, 0.29)

Computed properties:
Kohn-Sham gap in eV: 2.29
Strongest force on any atom in hartree/bohr: 0.088
DFT total energy in eV: -46675.21970
Total charge: +1
Highest occupied orbital energy in eV: -10.55
LUMO in eV: -8.3

---

- Which formula does entry 3 have?
  C15H35N6O8Pb

---

- Which formula does entry 1 have?
  C22H19AsF6N9SZn

---

Please write out number 1 again, unchanged.
Below is a molecular structure, C22H19AsF6N9SZn, with properties calculated with ωB97M-V/def2-TZVPD.

Atoms and positions in Å:
Zn (0.15, -1.71, 0.28)
C (-3.92, -2.92, -1.09)
C (-2.54, -2.96, -0.83)
N (-1.89, -1.87, -0.48)
C (-2.56, -0.71, -0.41)
C (-3.92, -0.68, -0.70)
N (-4.57, -1.78, -1.02)
C (-1.79, 0.47, 0.05)
C (-2.29, 1.77, 0.13)
C (-1.47, 2.77, 0.64)
C (-0.18, 2.44, 1.07)
C (0.25, 1.13, 0.96)
N (-0.54, 0.20, 0.43)
C (1.55, 0.62, 1.44)
C (2.51, 1.39, 2.09)
N (3.62, 0.84, 2.56)
C (3.81, -0.45, 2.42)
C (2.87, -1.24, 1.75)
N (1.77, -0.70, 1.27)
C (-1.97, 4.16, 0.76)
C (-2.72, 4.73, -0.27)
C (-3.17, 6.04, -0.13)
N (-2.87, 6.68, 0.97)
C (-2.18, 6.22, 1.98)
C (-1.70, 4.92, 1.90)
H (-4.48, -3.81, -1.34)
H (-1.98, -3.88, -0.90)
H (-4.51, 0.23, -0.68)
H (-3.30, 1.99, -0.16)
H (0.47, 3.20, 1.48)
H (2.41, 2.45, 2.24)
H (4.72, -0.87, 2.83)
H (3.01, -2.31, 1.62)
H (-2.94, 4.20, -1.19)
H (-3.75, 6.55, -0.89)
H (-2.02, 6.85, 2.84)
H (-1.15, 4.51, 2.74)
C (4.14, 0.30, -3.48)
C (2.72, -0.08, -3.93)
C (2.16, -1.16, -3.08)
N (1.40, -1.00, -2.06)
N (1.08, -2.16, -1.42)
C (1.62, -3.23, -1.96)
N (1.45, -4.48, -1.52)
S (2.57, -2.85, -3.36)
H (4.55, 1.06, -4.14)
H (4.80, -0.57, -3.51)
H (4.12, 0.69, -2.46)
H (2.75, -0.41, -4.97)
H (2.07, 0.79, -3.85)
H (1.01, -4.64, -0.62)
H (1.96, -5.24, -1.94)
F (0.86, -3.51, 1.13)
As (-0.19, -3.73, 2.70)
F (1.12, -2.98, 3.50)
F (0.44, -5.29, 2.87)
F (-1.24, -3.72, 4.01)
F (-1.39, -4.26, 1.55)
F (-0.72, -2.03, 2.23)

Computed properties:
Kohn-Sham gap (spin up / spin down) in eV: 6.65 / 3.48
Strongest force on any atom in hartree/bohr: 0.034
DFT total energy in eV: -172919.32699
Energy above the lowest of the compared OMol25 structures with the same formula, charge and spin in kcal per mole: 0.00
Total charge: +2
2S+1: 2
Highest occupied orbital energy (spin up / spin down) in eV: -14.04 / -14.04
LUMO (spin up / spin down) in eV: -7.4 / -10.6
<S²>: 0.758